[1]
DFT (ωB97M-V/def2-TZVPD) results for a structure of composition C21H21IrN2O3S4.

Last column: Mulliken spin population.
Atoms and positions in Å:
1 Ir 1.21 0.20 -0.54  0.059
2 C -3.16 0.31 -0.47  0.000
3 C -1.73 0.67 -0.78  -0.003
4 N -0.80 -0.17 -0.49  0.002
5 N -1.23 -1.40 0.01  -0.002
6 C -0.30 -2.28 0.14  -0.002
7 S 1.38 -2.09 -0.18  0.015
8 S -0.78 -3.92 0.65  -0.001
9 C -2.27 -3.55 1.64  0.000
10 C -1.93 -3.21 3.06  0.000
11 C -2.28 -4.07 4.09  0.000
12 C -1.92 -3.77 5.41  0.000
13 C -1.21 -2.62 5.69  0.000
14 C -0.85 -1.75 4.66  0.000
15 C -1.22 -2.04 3.35  0.000
16 C -1.45 1.96 -1.42  -0.012
17 C -2.48 2.56 -2.16  -0.008
18 C -2.35 3.79 -2.76  0.003
19 C -1.15 4.49 -2.60  -0.003
20 C -0.12 3.94 -1.89  0.015
21 C -0.20 2.65 -1.31  0.015
22 O 0.85 2.22 -0.70  0.028
23 H -3.20 -0.18 0.51  0.000
24 H -3.55 -0.41 -1.19  0.000
25 H -3.79 1.19 -0.46  0.000
26 H -2.90 -4.44 1.59  0.000
27 H -2.78 -2.74 1.12  0.000
28 H -2.82 -4.98 3.87  0.000
29 H -2.20 -4.45 6.20  0.000
30 H -0.91 -2.39 6.70  0.000
31 H -0.25 -0.87 4.84  0.000
32 H -0.92 -1.36 2.56  0.000
33 H -3.41 2.03 -2.28  0.000
34 H -3.17 4.21 -3.34  0.000
35 H -1.03 5.47 -3.05  0.000
36 H 0.82 4.46 -1.77  0.002
37 C 5.25 1.39 -2.46  -0.001
38 C 3.86 0.92 -2.15  0.104
39 S 3.46 0.69 -0.52  0.313
40 C 2.95 0.64 -3.16  0.119
41 C 3.28 0.83 -4.61  -0.001
42 S 1.39 0.06 -2.81  0.329
43 H 5.80 1.56 -1.53  0.003
44 H 5.23 2.33 -3.02  0.004
45 H 5.80 0.66 -3.05  0.004
46 H 4.35 0.71 -4.80  0.000
47 H 2.99 1.83 -4.94  0.009
48 H 2.74 0.11 -5.22  0.001
49 O 1.56 0.26 3.62  0.000
50 C 1.77 0.20 2.42  0.001
51 O 0.90 0.46 1.50  0.003
52 H 2.77 -0.10 2.04  0.004

The molar mass comes out at 669.90 g/mol. As for the spin multiplicity: 2. As for the total charge: -1. Its HOMO-LUMO gap (spin up / spin down) is 7.1 / 6.2 eV. Its expectation value of S² is 0.7620.

=====

[2]
DFT (ωB97M-V/def2-TZVPD) results for an isolated molecule of C10H13Cl3 at a distorted geometry.

Last column: natural (NBO) charge in e.
Atoms and positions in Å:
1 C -0.06 -0.73 2.63  -0.653
2 C -0.04 -0.57 1.12  0.077
3 C 0.93 0.26 0.52  -0.036
4 C 2.05 0.99 1.18  -0.225
5 C 2.92 1.90 0.61  -0.255
6 Cl 3.86 2.57 1.83  0.012
7 C 0.96 0.50 -0.98  -0.467
8 C -0.14 -0.16 -1.76  -0.248
9 Cl -0.33 0.66 -3.27  -0.021
10 C -1.39 -0.18 -0.95  0.021
11 C -2.63 -0.68 -1.79  -0.628
12 Cl -1.77 1.46 -0.32  -0.041
13 C -1.04 -1.21 0.18  -0.474
14 H 0.45 -1.63 2.96  0.221
15 H 0.48 0.14 3.05  0.229
16 H -1.03 -0.89 3.05  0.222
17 H 2.38 0.73 2.22  0.223
18 H 3.04 2.31 -0.38  0.233
19 H 0.84 1.55 -1.10  0.231
20 H 1.93 0.31 -1.39  0.229
21 H 0.05 -1.24 -1.98  0.227
22 H -2.93 0.10 -2.46  0.234
23 H -2.44 -1.57 -2.38  0.217
24 H -3.49 -0.93 -1.15  0.219
25 H -1.90 -1.55 0.76  0.225
26 H -0.69 -2.13 -0.22  0.228

The molar mass comes out at 239.57 g/mol. As for the total charge: 0. Its HOMO-LUMO gap is 8.6 eV.

=====

[3]
DFT (ωB97M-V/def2-TZVPD) results for a structure of composition C29H31BN8ORuS at a distorted geometry.

Last column: Mulliken spin population.
Atoms and positions in Å:
1 Ru 0.97 0.65 -0.51  1.016
2 C 2.06 3.12 -4.00  0.004
3 C 1.40 2.04 -3.42  0.005
4 N 1.39 2.19 -2.10  0.007
5 N 2.03 3.32 -1.81  0.002
6 C 2.45 3.91 -2.93  0.004
7 B 2.21 3.80 -0.35  -0.027
8 N 3.18 2.80 0.31  0.006
9 C 4.23 3.07 1.10  -0.004
10 C 4.95 1.90 1.28  0.002
11 C 4.25 0.95 0.55  -0.002
12 N 3.19 1.50 -0.03  -0.009
13 N 0.83 3.73 0.33  -0.001
14 C 0.13 4.77 0.82  0.001
15 C -1.12 4.32 1.19  0.000
16 C -1.10 2.96 0.91  -0.004
17 N 0.08 2.62 0.39  0.000
18 H 2.21 3.29 -5.05  0.000
19 H 0.93 1.19 -3.88  -0.001
20 H 2.99 4.83 -2.90  0.000
21 H 2.64 4.89 -0.30  0.000
22 H 4.40 4.05 1.48  0.000
23 H 5.84 1.78 1.85  0.000
24 H 4.48 -0.09 0.39  0.000
25 H 0.55 5.75 0.88  0.000
26 H -1.92 4.89 1.61  0.000
27 H -1.89 2.24 1.04  0.001
28 C 1.38 0.50 2.85  0.006
29 N 1.53 -0.21 1.62  -0.015
30 C 2.16 -1.33 1.57  -0.003
31 C 2.41 -1.96 0.33  0.012
32 C 3.15 -3.13 0.04  -0.006
33 C 3.26 -3.18 -1.34  0.005
34 C 2.57 -2.06 -1.84  0.005
35 N 2.05 -1.35 -0.85  -0.029
36 C -0.03 0.44 3.41  -0.009
37 C -0.21 0.66 4.77  0.001
38 C -1.48 0.57 5.32  0.000
39 C -2.57 0.27 4.52  0.000
40 C -2.39 0.06 3.17  0.002
41 C -1.13 0.14 2.61  0.004
42 H 1.62 1.56 2.66  0.002
43 H 2.07 0.13 3.61  -0.002
44 H 2.55 -1.80 2.48  0.003
45 H 3.55 -3.82 0.76  0.000
46 H 3.77 -3.92 -1.92  0.000
47 H 2.47 -1.75 -2.86  0.001
48 H 0.64 0.88 5.39  0.000
49 H -1.61 0.73 6.38  0.000
50 H -3.56 0.21 4.95  0.000
51 H -3.24 -0.20 2.55  0.000
52 H -0.97 0.00 1.54  0.001
53 C -6.31 -3.91 -3.33  0.000
54 C -4.94 -3.50 -2.89  0.000
55 C -3.91 -4.43 -2.77  0.000
56 C -2.66 -4.04 -2.33  0.000
57 C -2.45 -2.71 -1.99  -0.001
58 C -3.45 -1.76 -2.13  0.001
59 C -4.69 -2.17 -2.58  0.000
60 S -0.80 -2.26 -1.38  0.004
61 C -1.11 -2.91 0.31  0.006
62 O -0.83 -0.77 -1.20  0.012
63 H -6.36 -4.97 -3.58  0.000
64 H -6.63 -3.34 -4.20  0.000
65 H -7.03 -3.71 -2.53  0.000
66 H -4.09 -5.47 -3.03  0.000
67 H -1.86 -4.76 -2.23  0.000
68 H -3.25 -0.73 -1.88  -0.001
69 H -5.48 -1.44 -2.68  0.000
70 H -1.86 -2.28 0.77  0.000
71 H -0.18 -2.86 0.88  0.000
72 H -1.45 -3.93 0.25  0.000

The molar mass comes out at 651.57 g/mol. As for the spin multiplicity: 2. As for the total charge: +1. Its HOMO-LUMO gap (spin up / spin down) is 6.1 / 6.0 eV. Its expectation value of S² is 0.7659.

=====

[4]
DFT (ωB97M-V/def2-TZVPD) results for a cluster of 2 separate species, C3H7F2N in total at a distorted geometry.

Last column: natural (NBO) charge in e.
Atoms and positions in Å:
1 C -0.54 -0.05 -1.55  -0.422
2 C 0.15 0.92 -0.99  -0.134
3 C 1.50 0.75 -0.28  -0.669
4 H -1.34 0.18 -2.13  0.193
5 H -0.25 -1.12 -1.33  0.183
6 H -0.05 1.90 -1.11  0.176
7 H 1.85 1.73 -0.05  0.213
8 H 2.04 0.33 -1.15  0.224
9 H 1.35 -0.01 0.52  0.231
10 F -1.51 -0.36 2.89  -0.225
11 N -1.21 -0.95 1.70  0.149
12 F -0.01 -1.59 1.91  -0.236
13 H -1.98 -1.75 1.55  0.315

The molar mass comes out at 95.09 g/mol. As for the total charge: 0. Its HOMO-LUMO gap is 10.3 eV.